Entry 1:
12
Properties=species:S:1:pos:R:3:nbo_charge:R:1 method="wB97M-V/def2-TZVPD" gap_ha=0.320 homo_energy_ev=-8.01 max_force_ha_per_bohr=0.0112
C -2.079 0.022 0.507 -0.632
C 0.189 0.224 -0.457 0.098
C 1.305 -0.395 -0.730 -0.188
N 2.496 -0.309 0.116 -0.248
N 2.720 0.518 0.976 -0.225
C -0.976 0.758 -0.212 -0.223
H -3.061 0.328 0.137 0.220
H -1.975 -1.055 0.358 0.221
H -2.052 0.220 1.583 0.228
H 1.429 -1.021 -1.610 0.212
H 3.172 -1.068 -0.124 0.306
H -1.167 1.778 -0.543 0.230

Entry 2:
12
Properties=species:S:1:pos:R:3:nbo_charge:R:1 method="wB97M-V/def2-TZVPD" gap_ha=0.393 homo_energy_ev=-9.76 max_force_ha_per_bohr=0.0089
H -3.970 -0.778 0.558 0.363
N -3.719 0.158 0.265 -1.202
P -2.286 0.465 -0.210 1.232
N -1.355 -0.929 -0.152 -1.195
H -0.389 -0.919 -0.429 0.406
H -1.714 -1.836 0.111 0.396
C 2.024 0.806 0.575 -0.383
C 2.453 0.473 -0.624 -0.393
H 2.017 0.103 1.393 0.193
H 1.663 1.795 0.798 0.197
H 2.817 -0.517 -0.852 0.192
H 2.460 1.181 -1.433 0.195

Entry 3:
20
Properties=species:S:1:pos:R:3:nbo_charge:R:1 method="wB97M-V/def2-TZVPD" gap_ha=0.283 homo_energy_ev=-7.48 max_force_ha_per_bohr=0.0985
C -2.539 -0.319 -0.920 -0.587
C -1.147 -0.353 -0.324 -0.091
C -0.353 0.986 -0.355 -0.357
C 1.225 0.683 0.357 -0.446
C 2.985 -0.069 0.098 -0.134
C 1.733 -0.658 -0.143 -0.481
N -1.411 -0.981 0.938 -0.832
H -2.539 0.035 -1.951 0.190
H -2.952 -1.266 -0.926 0.212
H -3.195 0.339 -0.342 0.200
H -0.433 -1.062 -0.790 0.209
H 0.031 1.357 -1.285 0.212
H -0.672 1.779 0.370 0.189
H 1.103 0.873 1.424 0.191
H 1.667 1.658 0.011 0.259
H 3.526 0.697 -0.560 0.194
H 3.517 -0.135 1.185 0.169
H 1.531 -1.586 0.429 0.197
H -1.335 -0.280 1.687 0.348
H -0.743 -1.695 1.097 0.357

Entry 4:
18
Properties=species:S:1:pos:R:3:nbo_charge:R:1 method="wB97M-V/def2-TZVPD" smiles="CN(C)C=O.O.O" gap_ha=0.368 homo_energy_ev=-9.50 max_force_ha_per_bohr=0.0282
C -0.382 -1.361 0.903 -0.410
N -1.275 -0.241 0.634 -0.451
C -1.207 0.377 -0.689 -0.406
C -2.402 -0.164 1.410 0.524
O -2.641 -1.022 2.239 -0.600
H 0.528 -1.232 0.303 0.184
H -0.839 -2.326 0.693 0.214
H 0.031 -1.228 1.907 0.217
H -2.075 0.068 -1.288 0.195
H -0.314 0.036 -1.183 0.193
H -1.266 1.471 -0.664 0.215
H -3.007 0.741 1.316 0.124
O 3.199 0.115 -2.065 -0.943
H 4.022 0.611 -2.156 0.469
H 2.654 0.834 -1.688 0.467
O 1.711 1.489 0.005 -0.930
H 1.359 0.764 -0.522 0.459
H 1.906 1.067 0.844 0.480

Entry 5:
15
Properties=species:S:1:pos:R:3:nbo_charge:R:1 method="wB97M-V/def2-TZVPD" smiles="[NH2+]=C1N[C@@H](I)NC=[NH+]1" gap_ha=0.289 total_charge=+2 homo_energy_ev=-17.38 max_force_ha_per_bohr=0.0760
N -0.289 0.464 2.321 -0.682
C -0.201 0.161 1.042 0.687
N 0.755 -0.588 0.586 -0.532
C 1.021 -0.804 -0.989 -0.018
I 0.442 -2.992 -1.422 0.266
N 0.189 0.030 -1.821 -0.506
C -0.767 0.751 -1.279 0.426
N -0.958 0.884 0.082 -0.563
H 0.127 -0.157 2.998 0.452
H -1.063 1.002 2.624 0.444
H 1.304 -1.077 1.263 0.461
H 2.130 -0.799 -1.168 0.298
H 0.541 0.141 -2.737 0.489
H -1.563 1.423 -1.768 0.305
H -1.668 1.562 0.266 0.472

Entry 6:
70
Properties=species:S:1:pos:R:3:nbo_charge:R:1 method="wB97M-V/def2-TZVPD" gap_ha=0.253 total_charge=-1 homo_energy_ev=-4.44 max_force_ha_per_bohr=0.0068
Tl -0.232 -1.873 0.774 0.730
C 2.787 -2.398 -1.530 -0.655
C 2.788 -1.662 -0.224 0.320
N 2.372 -2.298 0.813 -0.359
N 2.548 -1.600 2.007 -0.462
C 1.880 -2.034 3.021 -0.061
S 0.695 -3.279 3.144 -0.424
S 2.210 -1.244 4.586 0.248
C 3.302 0.155 4.144 -0.577
C 2.591 1.462 4.336 -0.035
C 2.829 2.255 5.453 -0.215
C 2.149 3.454 5.633 -0.224
C 1.221 3.873 4.692 -0.237
C 0.976 3.084 3.573 -0.218
C 1.651 1.887 3.398 -0.139
C 3.164 -0.233 -0.196 -0.226
C 4.465 0.190 -0.423 -0.173
C 4.811 1.533 -0.352 -0.308
C 3.812 2.455 -0.055 -0.214
C 2.505 2.055 0.153 -0.272
C 2.116 0.696 0.081 0.377
O 0.877 0.329 0.218 -0.889
H 2.202 -3.316 -1.450 0.224
H 3.813 -2.670 -1.797 0.222
H 2.395 -1.767 -2.328 0.217
H 3.566 -0.015 3.099 0.284
H 4.198 0.093 4.760 0.213
H 3.557 1.932 6.189 0.199
H 2.347 4.060 6.509 0.199
H 0.695 4.810 4.826 0.200
H 0.259 3.403 2.826 0.207
H 1.453 1.273 2.525 0.230
H 5.229 -0.554 -0.628 0.194
H 5.834 1.848 -0.510 0.196
H 4.061 3.509 0.018 0.195
H 1.741 2.787 0.387 0.200
C -2.720 1.081 -0.257 -1.000
Sb -1.533 2.874 -0.300 1.066
C -3.278 4.101 0.146 -1.022
C -1.647 3.268 -2.477 -0.753
C -2.770 2.608 -3.199 -0.038
C -4.052 3.157 -3.083 -0.209
C -5.160 2.584 -3.679 -0.227
C -5.002 1.430 -4.436 -0.232
C -3.735 0.898 -4.593 -0.203
C -2.604 1.466 -3.996 -0.038
C -1.274 0.843 -4.277 -0.753
Sb -0.589 -0.682 -2.849 1.082
C -2.394 -1.860 -3.029 -1.007
C 0.413 -1.777 -4.430 -1.006
H -3.494 1.126 -1.024 0.226
H -3.184 1.010 0.727 0.227
H -2.092 0.205 -0.409 0.222
H -4.183 3.688 -0.298 0.217
H -3.127 5.120 -0.214 0.213
H -3.403 4.136 1.229 0.221
H -0.664 3.023 -2.877 0.228
H -1.763 4.352 -2.500 0.225
H -4.171 4.064 -2.502 0.206
H -6.137 3.037 -3.563 0.205
H -5.853 0.961 -4.914 0.205
H -3.603 0.015 -5.208 0.201
H -0.474 1.582 -4.331 0.226
H -1.316 0.316 -5.230 0.220
H -2.603 -2.076 -4.077 0.213
H -3.234 -1.317 -2.597 0.232
H -2.261 -2.795 -2.485 0.225
H -0.259 -1.905 -5.279 0.212
H 0.718 -2.755 -4.059 0.224
H 1.304 -1.236 -4.750 0.223

Entry 7:
103
Properties=species:S:1:pos:R:3:mulliken_spin:R:1 method="wB97M-V/def2-TZVPD" spin_multiplicity=2 gap_ha="0.266 / 0.243" total_charge=+1 homo_energy_ev="-10.01 / -10.10" max_force_ha_per_bohr=0.0395
Ru 0.548 -0.140 -0.417 0.772
I 2.755 -0.429 1.795 0.135
C 3.035 0.922 3.334 0.029
C 4.167 0.754 4.085 -0.008
C 4.446 1.598 5.172 0.003
C 3.566 2.587 5.476 -0.001
C 2.394 2.791 4.707 0.004
C 1.535 3.844 5.086 0.000
C 0.406 4.099 4.376 0.003
C 0.116 3.308 3.257 0.002
C 0.903 2.259 2.824 -0.001
P 0.068 1.553 1.271 0.024
C 0.032 3.150 0.366 0.008
C 1.288 3.755 0.247 -0.006
C 1.450 4.924 -0.474 0.000
C 0.355 5.517 -1.092 0.000
C -0.891 4.925 -0.985 0.001
C -1.053 3.746 -0.265 -0.004
C -1.504 1.123 2.097 0.005
C -1.345 0.147 3.080 0.000
C -2.418 -0.285 3.837 0.000
C -3.675 0.267 3.627 0.000
C -3.838 1.251 2.667 -0.002
C -2.759 1.681 1.902 -0.002
C 2.092 1.962 3.580 -0.017
H 4.857 -0.045 3.847 -0.002
H 5.346 1.450 5.753 -0.001
H 3.742 3.248 6.315 0.000
H 1.798 4.439 5.951 0.000
H -0.265 4.900 4.653 0.000
H -0.785 3.557 2.711 -0.002
H 2.150 3.318 0.740 -0.002
H 2.429 5.379 -0.545 0.000
H 0.476 6.436 -1.649 0.000
H -1.750 5.375 -1.465 0.000
H -2.037 3.301 -0.237 -0.001
H -0.355 -0.249 3.279 0.003
H -2.272 -1.039 4.600 0.000
H -4.520 -0.062 4.217 0.000
H -4.813 1.690 2.500 0.000
H -2.927 2.453 1.169 0.000
C 0.423 -2.864 3.011 0.007
Sb -0.076 -2.389 0.994 -0.009
C -2.169 -2.681 1.011 -0.004
C 0.610 -4.292 0.231 -0.007
C -0.501 -5.042 -0.429 0.002
C -1.313 -5.888 0.321 0.002
C -2.420 -6.503 -0.240 -0.001
C -2.728 -6.278 -1.573 0.000
C -1.910 -5.461 -2.336 0.000
C -0.790 -4.843 -1.783 0.005
C 0.093 -4.000 -2.645 0.002
Sb -0.156 -1.874 -2.474 -0.011
C 0.824 -1.375 -4.291 -0.001
C -2.151 -1.800 -3.195 -0.002
H 0.299 -2.030 3.696 0.001
H 1.462 -3.187 3.045 0.000
H -0.221 -3.687 3.320 -0.001
H -2.411 -3.448 1.744 0.001
H -2.503 -3.010 0.027 0.000
H -2.647 -1.735 1.251 0.000
H 0.992 -4.822 1.102 0.000
H 1.447 -4.110 -0.439 -0.002
H -1.073 -6.062 1.365 0.000
H -3.036 -7.159 0.361 0.000
H -3.592 -6.749 -2.022 0.000
H -2.131 -5.314 -3.387 0.000
H -0.125 -4.181 -3.699 -0.001
H 1.149 -4.225 -2.491 0.001
H 0.200 -1.702 -5.122 0.000
H 1.793 -1.866 -4.342 0.001
H 0.976 -0.299 -4.348 0.000
H -2.224 -2.548 -3.985 -0.001
H -2.368 -0.818 -3.609 0.000
H -2.870 -2.027 -2.409 0.000
Cl -4.562 -0.141 -0.569 0.001
C -3.454 0.770 -1.534 0.002
C -3.973 1.573 -2.561 -0.002
C -3.138 2.242 -3.413 0.004
Cl -3.805 3.221 -4.676 0.000
C -1.732 2.150 -3.270 -0.006
C -0.804 2.831 -4.090 -0.003
C 0.526 2.731 -3.816 0.004
C 0.954 1.945 -2.731 -0.002
N 0.128 1.266 -1.965 0.001
C -1.228 1.355 -2.225 0.037
C -2.090 0.630 -1.336 -0.025
O -1.552 -0.151 -0.434 0.035
H -5.045 1.640 -2.679 0.000
H -1.165 3.435 -4.911 0.000
H 1.266 3.244 -4.412 -0.001
H 2.004 1.876 -2.502 0.005
F 6.156 -0.712 -3.098 0.001
C 4.979 -0.610 -2.458 0.015
C 4.633 0.592 -1.866 0.005
C 3.413 0.678 -1.221 -0.006
C 2.486 -0.378 -1.139 0.011
C 2.933 -1.575 -1.720 0.013
C 4.155 -1.707 -2.376 -0.008
H 5.321 1.427 -1.905 0.000
H 3.178 1.615 -0.720 -0.007
H 2.346 -2.483 -1.619 0.000
H 4.471 -2.649 -2.805 -0.001

Entry 8:
14
Properties=species:S:1:pos:R:3:nbo_charge:R:1 method="wB97M-V/def2-TZVPD" smiles=CC1(F)CNC1 gap_ha=0.369 homo_energy_ev=-9.09 max_force_ha_per_bohr=0.0549
C -1.432 0.736 0.025 -0.630
C -0.435 -0.379 -0.032 0.322
F -1.105 -1.610 -0.100 -0.372
C 0.686 -0.265 -1.039 -0.248
N 1.701 -0.318 -0.028 -0.613
C 0.626 -0.406 1.045 -0.252
H -2.071 0.717 -0.869 0.228
H -1.923 0.693 1.006 0.221
H -0.785 1.660 0.023 0.210
H 0.647 0.669 -1.668 0.179
H 0.613 -1.085 -1.755 0.200
H 2.270 0.536 0.072 0.360
H 0.656 -1.377 1.566 0.211
H 0.553 0.430 1.752 0.187

Entry 9:
11
Properties=species:S:1:pos:R:3:nbo_charge:R:1 method="wB97M-V/def2-TZVPD" smiles="CC(=O)NC=O" gap_ha=0.362 homo_energy_ev=-9.30 max_force_ha_per_bohr=0.1465
C 0.945 -1.180 0.917 -0.635
C 0.243 -0.376 -0.147 0.644
O -0.520 -1.273 -0.526 -0.612
N -0.062 0.899 -0.358 -0.641
C -1.172 1.305 -1.009 0.542
O -1.393 2.448 -1.210 -0.544
H 1.947 -1.217 0.552 0.216
H 0.588 -2.171 1.074 0.252
H 0.897 -0.564 1.805 0.208
H 0.567 1.620 -0.056 0.414
H -1.812 0.483 -1.313 0.156

Entry 10:
16
Properties=species:S:1:pos:R:3:nbo_charge:R:1 method="wB97M-V/def2-TZVPD" smiles=CC.CC gap_ha=0.468 homo_energy_ev=-11.61 max_force_ha_per_bohr=0.0206
C -2.151 0.780 2.106 -0.606
C -1.231 0.191 1.032 -0.612
H -2.064 0.255 3.050 0.201
H -2.042 1.851 2.247 0.203
H -3.210 0.637 1.847 0.198
H -0.227 0.574 1.167 0.204
H -1.267 -0.895 1.087 0.206
H -1.575 0.532 0.060 0.205
C 0.958 -0.570 -1.657 -0.616
C 2.473 -0.366 -1.501 -0.615
H 0.771 -1.510 -2.181 0.203
H 0.441 -0.674 -0.707 0.210
H 0.499 0.253 -2.191 0.205
H 2.764 -0.368 -0.447 0.204
H 2.847 0.524 -1.996 0.206
H 3.015 -1.214 -1.918 0.203

Entry 11:
30
Properties=species:S:1:pos:R:3:nbo_charge:R:1 method="wB97M-V/def2-TZVPD" gap_ha="0.293 / 0.293" homo_energy_ev="-7.87 / -7.87" max_force_ha_per_bohr=0.0874
C -0.805 -1.470 -0.013 -0.590
C -0.149 -0.396 -0.291 -0.284
C -4.504 0.668 1.146 -0.591
C 1.990 0.147 1.719 -0.671
C 2.941 -1.386 -0.684 -0.586
C 2.644 0.943 -1.997 -0.587
C -3.504 -0.284 0.425 -0.398
C -2.813 0.378 -0.690 -0.722
C 1.895 0.627 0.272 0.073
C 2.896 0.189 -0.700 -0.307
P -1.479 -0.722 -1.444 0.673
H -0.783 -2.266 0.660 0.220
H -5.274 0.928 0.501 0.196
H -4.880 0.063 2.003 0.200
H -3.952 1.504 1.556 0.200
H 1.334 0.638 2.414 0.229
H 1.953 -0.912 1.939 0.227
H 3.003 0.474 1.873 0.215
H 3.039 -1.560 0.388 0.199
H 2.066 -1.853 -1.057 0.222
H 3.832 -1.719 -1.083 0.205
H 2.616 2.058 -1.641 0.193
H 3.382 0.877 -2.690 0.211
H 1.644 0.629 -2.302 0.228
H -2.805 -0.434 1.175 0.195
H -3.947 -1.250 0.191 0.195
H -3.593 0.912 -1.244 0.219
H -2.198 1.218 -0.294 0.210
H 1.455 1.596 0.168 0.206
H 3.998 0.403 -0.304 0.219

Entry 12:
108
Properties=species:S:1:pos:R:3:mulliken_charge:R:1 method="wB97M-V/def2-TZVPD" gap_ha=0.236 homo_energy_ev=-6.74 max_force_ha_per_bohr=0.2594
C -0.533 -0.159 1.368 -0.368
C -0.197 -0.925 0.025 2.979
O 1.135 -1.241 -0.139 -0.914
H -1.483 0.319 1.424 -0.703
H 0.192 0.788 1.609 0.603
H -0.227 -0.896 2.027 0.358
H -0.588 -0.408 -0.793 -1.334
H -0.912 -1.873 0.029 -1.028
H 1.475 -1.176 -1.068 0.527
C -1.937 3.225 -2.988 -1.391
C -2.579 1.801 -2.941 -0.241
O -1.547 0.901 -2.727 0.032
H -1.433 3.228 -3.925 0.680
H -1.195 3.479 -2.198 0.145
H -2.982 4.018 -2.886 0.228
H -3.111 1.453 -3.920 0.071
H -3.225 1.623 -2.154 0.393
H -2.045 0.089 -2.680 0.117
C -3.794 -0.923 3.018 -0.683
S -4.925 0.267 3.767 0.618
O -6.125 -0.530 4.165 -0.705
C -4.096 0.803 5.323 -0.142
H -3.921 -1.736 3.510 0.721
H -2.731 -0.636 3.430 -0.018
H -3.704 -1.096 1.988 0.151
H -4.457 1.639 5.996 0.355
H -3.128 1.150 4.976 -0.569
H -3.909 0.036 6.063 0.376
C 2.266 1.213 -3.026 -1.177
S 0.623 1.868 -3.099 1.016
O 0.729 3.364 -3.329 -0.750
C 0.191 1.313 -4.728 -1.424
H 2.641 1.106 -4.131 0.421
H 2.243 0.167 -2.804 -0.402
H 2.736 1.627 -2.329 1.012
H 0.939 1.520 -5.436 0.715
H -0.675 1.907 -4.974 0.346
H -0.183 0.244 -5.065 0.118
C -3.439 -2.815 -1.711 -0.901
S -3.459 -1.756 -3.086 0.123
O -3.087 -0.437 -2.508 -0.342
C -2.023 -2.438 -3.589 0.051
H -4.349 -2.550 -1.437 0.583
H -2.809 -2.362 -0.816 -0.184
H -3.546 -3.814 -1.954 0.546
H -2.164 -3.644 -3.776 0.325
H -1.218 -2.496 -2.991 -0.450
H -1.783 -1.866 -4.445 0.348
C 1.502 -5.234 -0.922 -1.044
S 0.684 -5.826 0.576 0.367
O 1.726 -5.542 1.680 -0.651
C -0.427 -4.477 0.828 -0.100
H 0.716 -5.232 -1.648 0.450
H 2.207 -5.912 -1.205 0.620
H 1.972 -4.356 -0.759 0.041
H -1.119 -4.646 1.715 0.387
H -1.133 -4.441 -0.082 0.020
H -0.067 -3.443 0.786 -0.127
C -0.490 0.004 4.748 0.203
S 0.295 1.376 5.646 0.595
O -0.800 2.155 6.328 -0.628
C 1.090 0.417 6.897 -0.925
H -1.233 -0.192 5.412 0.621
H 0.074 -0.750 4.417 0.850
H -0.985 0.466 4.016 -1.701
H 1.848 -0.196 6.477 0.369
H 0.048 -0.086 7.298 0.269
H 1.433 1.172 7.874 0.285
C 1.654 4.402 2.741 -1.054
S 2.017 3.071 1.657 0.257
O 0.939 2.027 1.951 -0.628
C 1.720 3.908 0.080 -0.508
H 1.761 4.027 3.759 0.326
H 0.612 4.911 2.714 0.229
H 2.489 4.996 2.738 0.531
H 1.671 3.201 -0.716 -0.301
H 2.585 4.327 -0.456 0.407
H 0.908 4.387 0.257 0.452
C 4.799 -0.811 -0.974 -0.241
S 6.185 -1.081 -2.015 0.373
O 5.474 -1.060 -3.397 -0.619
C 6.803 0.607 -1.900 -0.876
H 3.992 -1.634 -0.967 -0.073
H 4.432 0.027 -1.175 -0.157
H 5.307 -0.823 -0.107 0.732
H 7.348 0.593 -0.868 0.342
H 6.116 1.421 -1.938 0.267
H 7.479 0.726 -2.776 0.333
C 2.847 -3.507 -2.986 -0.309
S 1.431 -2.570 -3.179 0.479
O 1.297 -1.595 -1.989 -0.383
C 2.056 -1.436 -4.380 -0.295
H 3.683 -2.814 -2.542 -0.221
H 2.997 -4.291 -3.841 0.401
H 2.836 -4.179 -2.026 0.206
H 1.282 -0.696 -4.469 -0.505
H 2.335 -2.054 -5.314 0.525
H 2.919 -1.169 -4.001 0.120
C -2.754 2.914 0.723 0.015
S -3.630 3.209 2.201 0.204
O -4.817 2.246 2.363 -0.534
C -2.326 2.911 3.416 -0.963
H -1.957 3.585 0.695 0.222
H -3.513 3.128 -0.342 0.239
H -2.210 1.891 0.766 -0.240
H -1.487 3.638 3.423 0.441
H -1.700 2.123 3.374 -0.441
H -2.569 2.818 4.354 1.117

Copy entry 5 word for word.
15
Properties=species:S:1:pos:R:3:nbo_charge:R:1 method="wB97M-V/def2-TZVPD" smiles="[NH2+]=C1N[C@@H](I)NC=[NH+]1" gap_ha=0.289 total_charge=+2 homo_energy_ev=-17.38 max_force_ha_per_bohr=0.0760
N -0.289 0.464 2.321 -0.682
C -0.201 0.161 1.042 0.687
N 0.755 -0.588 0.586 -0.532
C 1.021 -0.804 -0.989 -0.018
I 0.442 -2.992 -1.422 0.266
N 0.189 0.030 -1.821 -0.506
C -0.767 0.751 -1.279 0.426
N -0.958 0.884 0.082 -0.563
H 0.127 -0.157 2.998 0.452
H -1.063 1.002 2.624 0.444
H 1.304 -1.077 1.263 0.461
H 2.130 -0.799 -1.168 0.298
H 0.541 0.141 -2.737 0.489
H -1.563 1.423 -1.768 0.305
H -1.668 1.562 0.266 0.472